(1)
{
  "formula": "C6H10N",
  "method": "ωB97M-V/def2-TZVPD",
  "smiles": "C#C[C@H](C)[N+](=C)C",
  "gap_ev": 9.74,
  "charge": 1,
  "e_lumo_ha": -0.177,
  "homo_energy_ev": -14.6,
  "species": ["C", "C", "C", "C", "N", "C", "C", "H", "H", "H", "H", "H", "H", "H", "H", "H", "H"],
  "positions_angstrom": [[-2.919, 0.494, 0.299], [-1.770, 0.258, 0.034], [-0.488, -0.243, -0.369], [-0.355, -1.765, 0.019], [0.690, 0.589, -0.033], [0.518, 1.739, 0.518], [2.006, 0.024, -0.220], [-3.863, 0.846, 0.415], [-0.419, -0.115, -1.445], [0.030, -2.323, -0.814], [0.245, -1.887, 0.960], [-1.492, -1.928, 0.198], [-0.546, 2.174, 0.718], [1.214, 2.417, 0.898], [2.047, -1.063, -0.072], [2.821, 0.551, 0.139], [2.282, 0.232, -1.246]],
  "forces_ev_per_a": [[2.9, -0.4, -0.7], [-0.9, 0.6, 0.6], [0.9, -1.0, -1.3], [-2.0, 1.5, 1.1], [-0.2, 2.0, 3.1], [-3.6, -0.2, 0.0], [-0.2, -1.3, -2.5], [-2.3, 0.6, 0.5], [-0.5, -0.6, -0.6], [0.1, -0.4, -0.1], [-0.8, -0.1, -0.9], [2.3, -0.8, -0.1], [1.7, -1.4, -0.7], [2.0, 0.4, 0.1], [-0.1, 0.6, 0.2], [1.0, 1.1, 2.2], [-0.5, -0.6, -0.9]]
}

(2)
{
  "formula": "C6H10N",
  "method": "ωB97M-V/def2-TZVPD",
  "gap_ev": 9.36,
  "charge": 1,
  "e_lumo_ha": -0.135,
  "homo_energy_ev": -13.0,
  "species": ["C", "C", "C", "C", "C", "C", "N", "H", "H", "H", "H", "H", "H", "H", "H", "H", "H"],
  "positions_angstrom": [[-0.670, 0.342, 1.223], [-1.001, 1.493, 0.356], [0.993, -1.167, 0.059], [0.189, -0.113, 0.079], [-0.236, 1.094, -0.671], [-0.197, 1.462, -2.080], [0.878, -2.136, 1.131], [-0.158, 0.584, 2.274], [-1.508, -0.269, 1.481], [-1.544, 2.515, 0.381], [1.453, -1.542, -0.896], [-1.158, 1.086, -2.474], [0.499, 1.180, -2.790], [-0.274, 2.532, -2.164], [1.188, -3.075, 0.820], [-0.077, -2.053, 1.446], [1.624, -1.933, 1.826]],
  "forces_ev_per_a": [[0.7, 0.8, 3.8], [-0.3, 3.3, -1.1], [0.0, 0.1, -3.6], [0.3, 0.1, 0.5], [0.5, -1.7, 0.1], [-2.6, 1.1, 0.0], [2.4, -0.4, 0.1], [-0.7, -0.4, -2.2], [-0.7, -0.7, 0.0], [0.6, -2.2, 0.5], [-0.1, 0.5, 1.4], [0.2, 0.1, -0.1], [2.0, -1.1, -0.6], [-0.1, 0.6, 0.0], [-1.1, 0.3, 0.0], [-0.2, -0.7, 0.9], [-1.0, 0.1, 0.3]]
}

(3)
{
  "formula": "C6H10N",
  "method": "ωB97M-V/def2-TZVPD",
  "smiles": "C=C(C)C[N+]1=CC1",
  "gap_ev": 8.76,
  "charge": 1,
  "e_lumo_ha": -0.176,
  "homo_energy_ev": -13.6,
  "species": ["C", "C", "C", "C", "N", "C", "C", "H", "H", "H", "H", "H", "H", "H", "H", "H", "H"],
  "positions_angstrom": [[1.173, 1.277, -1.036], [1.015, 0.191, -0.248], [2.139, -0.236, 0.621], [-0.192, -0.880, -0.236], [-1.623, -0.398, 0.037], [-2.824, -0.605, -0.208], [-2.629, 0.340, 0.839], [2.030, 1.733, -0.886], [0.507, 1.386, -1.886], [1.658, -0.778, 1.406], [2.715, 0.577, 1.111], [2.823, -0.882, 0.152], [-0.415, -1.442, -1.192], [-0.089, -1.509, 0.601], [-3.403, -1.176, -0.770], [-2.745, 1.408, 0.797], [-2.719, -0.075, 1.871]],
  "forces_ev_per_a": [[-4.9, -4.7, -0.2], [-1.0, 0.2, -1.2], [-0.7, 0.9, 1.8], [-0.7, 1.8, -2.0], [1.0, 0.6, -0.6], [2.4, 1.6, 1.1], [0.2, 0.0, 3.3], [3.8, 2.7, 0.2], [0.1, 0.8, 0.2], [0.3, -0.6, 1.0], [-0.5, -0.3, -0.6], [0.8, -0.9, -0.8], [1.0, 0.4, 1.0], [0.6, -1.1, 0.8], [-2.5, -2.5, -2.6], [0.1, 0.2, -0.6], [-0.1, 0.5, -0.7]]
}

(4)
{
  "formula": "C6H10N",
  "method": "ωB97M-V/def2-TZVPD",
  "smiles": "CC#[N+]C/C=C/C",
  "gap_ev": 9.20,
  "charge": 1,
  "e_lumo_ha": -0.140,
  "homo_energy_ev": -13.0,
  "species": ["C", "C", "N", "C", "C", "C", "C", "H", "H", "H", "H", "H", "H", "H", "H", "H", "H"],
  "positions_angstrom": [[-2.810, -0.097, -1.654], [-2.015, 0.375, -0.587], [-1.366, 0.686, 0.294], [-0.555, 0.753, 1.412], [0.787, 0.108, 1.188], [1.460, -0.236, 0.058], [2.873, -0.596, 0.062], [-2.178, -0.547, -2.367], [-3.336, 0.689, -2.101], [-3.674, -0.669, -1.449], [-1.071, 0.257, 2.350], [-0.314, 1.764, 1.824], [1.382, -0.108, 2.030], [1.004, -0.077, -0.879], [3.211, -1.051, 1.010], [3.647, 0.156, -0.372], [2.952, -1.408, -0.820]],
  "forces_ev_per_a": [[-0.1, 0.4, -0.3], [0.0, -0.1, 1.0], [-0.9, 0.0, -0.8], [1.5, -0.6, 3.9], [1.1, -1.0, -2.2], [-1.6, 2.1, 2.2], [2.1, -2.2, -3.0], [0.7, -0.7, -1.0], [-0.2, 1.9, -1.0], [-0.4, -1.4, 1.2], [0.5, 0.7, -2.1], [-0.8, -0.3, -1.0], [0.1, 0.2, 1.5], [-0.5, 0.1, -1.2], [0.0, 0.4, -0.6], [-1.6, -0.7, 1.2], [0.1, 1.2, 2.2]]
}

(5)
{
  "formula": "C6H10N",
  "method": "ωB97M-V/def2-TZVPD",
  "s_squared": 2.015,
  "gap_ev": [6.70, 7.45],
  "charge": 1,
  "e_lumo_ha": [-0.209, -0.299],
  "homo_energy_ev": [-12.4, -15.6],
  "multiplicity": 3,
  "species": ["C", "C", "C", "C", "C", "C", "N", "H", "H", "H", "H", "H", "H", "H", "H", "H", "H"],
  "positions_angstrom": [[-1.180, 0.137, 0.413], [-0.311, -0.994, -1.663], [1.049, -0.861, 0.298], [-1.417, -0.780, -0.705], [0.255, 0.340, 0.546], [0.807, 1.733, 0.965], [0.290, -1.710, -0.603], [-1.650, 1.131, 0.334], [-1.488, -0.336, 1.379], [-0.636, -1.553, -2.453], [0.261, -0.049, -2.007], [2.024, -0.709, -0.149], [1.328, -1.447, 1.226], [-2.214, -1.430, -0.816], [1.832, 1.929, 0.756], [0.663, 1.972, 1.985], [0.387, 2.627, 0.493]],
  "forces_ev_per_a": [[-0.5, -0.1, 1.1], [2.3, 3.4, 0.3], [0.7, -1.5, 0.7], [1.8, 0.9, 0.8], [1.7, 3.6, 0.2], [-0.6, -0.8, -1.1], [-0.7, -0.5, 0.5], [-0.5, -0.5, -0.2], [-0.8, 0.2, -0.6], [-0.6, -1.8, -2.0], [-1.0, -1.2, 0.6], [0.4, 0.5, -0.5], [-0.7, 0.4, -0.7], [-1.8, -1.0, 0.1], [1.2, -0.7, -0.1], [-0.2, -0.2, 1.5], [-0.9, -0.5, -0.5]]
}

(6)
{
  "formula": "C6H10N2",
  "method": "ωB97M-V/def2-TZVPD",
  "gap_ev": [7.12, 7.45],
  "e_lumo_ha": [0.034, 0.037],
  "homo_energy_ev": [-6.2, -6.4],
  "species": ["C", "C", "C", "N", "C", "C", "C", "N", "H", "H", "H", "H", "H", "H", "H", "H", "H", "H"],
  "positions_angstrom": [[-1.122, -0.393, 0.933], [1.135, 0.123, -1.449], [-0.746, -1.721, 0.339], [-1.661, 0.618, 0.188], [1.197, 0.479, -0.036], [-0.998, 1.348, -0.719], [2.075, 0.661, 0.945], [0.363, 1.283, -0.881], [-2.531, 1.035, 0.513], [-1.585, -0.468, 1.913], [1.931, 0.415, -2.124], [0.563, -0.748, -1.745], [-1.520, 2.162, -1.196], [0.297, -1.971, 0.534], [-1.325, -2.522, 0.816], [-0.972, -1.787, -0.729], [1.895, 1.374, 1.737], [3.005, 0.113, 0.961]],
  "forces_ev_per_a": [[-0.9, -0.4, 0.2], [-0.2, -0.2, 0.1], [0.1, -0.2, 0.3], [0.8, 0.6, 0.3], [1.4, 1.0, -0.4], [-0.8, -0.3, -0.3], [-0.5, -0.1, -0.2], [0.1, -0.4, 0.4], [0.1, 0.0, 0.0], [-0.1, 0.0, -0.2], [0.0, 0.0, 0.0], [0.0, 0.1, 0.0], [-0.1, -0.1, 0.0], [0.1, -0.1, -0.3], [-0.1, 0.1, 0.0], [0.2, 0.1, 0.0], [-0.1, 0.0, 0.0], [-0.1, -0.3, 0.1]]
}

What did we get for relative energy (zero: lowest compared OMol25 entry of this formula, charge and spin)? Answer: 58.8 40.0 79.5 34.4 70.7 128.1 kcal/mol, in the order shown.
What did we get for electronic energy? Answer: -7863.79857 -7864.61276 -7862.90018 -7864.85498 -7861.26793 -9358.87995 eV, in the order shown.